Molecular formula: C21H21BFMgN6OS
Method: DFT, ωB97M-V with the def2-TZVPD basis set

The geometry in XYZ format:
```
53
C21H21BFMgN6OS, DFT ωB97M-V with the def2-TZVPD basis set
S 2.8909 -1.1485 -0.7109
Mg 0.2675 0.0556 -1.1282
F 1.3875 -0.5417 -2.4839
O 1.6749 -0.9689 0.1333
N 0.7252 1.8827 1.7206
N -1.1506 -1.4997 -1.5682
N -0.9265 1.3097 -2.1220
N -2.0683 -1.7708 0.6347
N -0.6397 0.1744 0.6904
N 1.3907 1.7980 -0.5871
C -2.2583 -0.7509 4.9369
C -2.9678 -3.3957 -2.4784
C 2.7764 4.1721 -0.2029
C -2.9313 -3.0400 -1.1510
C 2.7895 -2.8666 -1.2869
C -2.0147 -2.0642 -0.7062
C -1.4482 -0.7853 1.2050
C 1.3799 2.3846 0.6217
C -2.0869 -2.7785 -3.3636
C 4.1771 -1.4726 0.5614
C -0.6566 0.9480 4.2863
C -0.7415 0.4683 2.9959
C 2.0922 3.5837 0.8349
C -0.1390 0.9180 1.7115
C -1.4307 0.3208 5.2584
C 2.7657 3.5555 -1.4518
C -2.3373 -1.2298 3.6324
C -1.2067 -1.8439 -2.8576
C -1.8260 2.0258 -2.2455
C 2.0622 2.3760 -1.5854
C -1.5672 -0.6015 2.6762
B -3.0422 2.9955 -2.4372
H 2.5609 -3.4980 -0.4295
H -2.8609 -1.2054 5.7144
H -0.4976 -1.3307 -3.4964
H -0.0191 1.7903 4.5224
H -3.5921 -3.4811 -0.4190
H 3.3104 5.1024 -0.0521
H -2.0846 -3.0199 -4.4173
H -3.0258 3.8004 -1.5282
H -2.9175 3.5467 -3.5107
H 1.9679 -2.8813 -1.9999
H -3.6733 -4.1389 -2.8299
H 3.2865 3.9836 -2.2970
H 3.8368 -2.2548 1.2396
H -2.9853 -2.0538 3.3632
H 4.2811 -0.5377 1.1116
H -4.0559 2.3273 -2.4045
H 3.7241 -3.1594 -1.7643
H 2.0165 1.8460 -2.5309
H -1.4048 0.6795 6.2805
H 5.1232 -1.7375 0.0889
H 2.0691 4.0123 1.8262
```

For the relative energy (zero: lowest compared OMol25 entry of this formula, charge and spin), the calculation gives 4.2 kcal per mole. The spin multiplicity is 1. The HOMO energy is -4.987 eV. The net charge is -1.

=====

Molecular formula: C38H88F14N13O30S14
Method: DFT, ωB97M-V with the def2-TZVPD basis set

The geometry in XYZ format:
```
197
C38H88F14N13O30S14, DFT ωB97M-V with the def2-TZVPD basis set
S -17.4182 1.1522 8.2043
S -12.5066 3.0620 9.1451
S -4.5772 -2.3148 9.5115
S -13.6817 0.6677 1.5949
S -8.3283 -2.5907 4.3807
S -12.8482 -4.6431 13.3328
S -10.6309 -4.2968 12.9749
S -6.6260 4.2303 3.4216
S -6.8191 2.3324 4.9694
S -6.1912 -4.0433 9.9100
S -15.9979 0.3267 6.4420
S -10.5681 4.2316 9.0663
S -13.7784 2.0505 -0.3301
S -7.8751 -4.5589 5.5547
F -9.7130 -4.3885 11.5879
F -5.1752 4.2519 2.7803
F -8.8387 -5.5977 6.2558
F -14.8097 2.5836 -1.4841
F -9.1051 3.9501 9.5927
F -17.7310 0.3010 9.5185
F -13.9271 -0.9551 1.6809
F -4.3199 -0.8625 10.1535
F -13.0759 1.5326 9.2489
F -13.9161 -5.7979 12.8946
F -6.2585 1.9252 6.4160
F -16.1051 -0.6444 5.1837
F -9.5604 -1.9037 3.5628
F -6.2912 -5.1366 11.0710
O -7.0144 5.5944 3.4180
O -7.1480 -3.8941 6.6484
O -10.7044 -2.8411 13.1782
O -10.2609 4.4984 7.6398
O -12.1826 -6.0255 8.6290
O -10.8922 5.3592 9.9284
O -12.6077 1.7481 -1.1342
O -12.8315 3.3714 7.7647
O -5.3342 -4.7938 9.0323
O -14.7196 -0.1008 7.0236
O -5.3452 -1.8781 8.3337
O -7.6206 -3.8649 9.6008
O -9.8668 -5.0112 14.0074
O -18.6096 1.8862 7.9098
O -7.4236 -2.8742 3.2513
O -13.6339 -3.4708 13.0776
O -14.3280 1.0800 2.8468
O -12.7243 -3.9079 6.0164
O -8.2609 2.3432 5.0978
O -7.3298 3.4066 2.4714
O -13.2213 3.7571 10.1748
O -12.2362 0.7974 1.5057
O -3.2586 -2.9242 9.1655
O -6.1554 1.3849 4.1375
O -16.0103 1.6375 5.8008
O -16.2362 1.8444 8.7264
O -7.1804 -5.3776 4.5816
O -7.9879 -1.5098 5.3354
O -13.7980 3.1962 0.5799
O -12.6777 -5.0445 14.7574
N -17.2558 -0.1194 7.1764
N -11.1645 2.1270 13.2035
N -11.8923 -5.1101 12.2724
N -9.1436 -3.6665 4.8735
N -13.9853 5.3029 4.7132
N -9.9514 -0.6280 8.3293
N -11.9120 -7.1688 10.6475
N -5.4191 -3.0972 10.7638
N -14.6001 0.9206 0.1376
N -16.4318 -4.1035 9.7125
N -11.1312 2.6659 9.5071
N -6.1239 3.6524 4.9273
N -11.4701 -4.8041 4.1492
C -8.6511 -0.2153 9.0119
C -16.0515 6.3887 3.9022
C -11.5619 0.9492 5.2205
C -12.4393 5.4221 4.9538
C -10.7948 -2.8934 8.8393
C -9.9744 1.5028 12.4254
C -14.3940 3.8914 4.2468
C -12.6832 0.2361 13.3385
C -14.5377 6.2702 3.6497
C -9.8975 -2.1013 7.7997
C -11.3786 -6.7233 9.2935
C -15.2504 -2.0677 10.3627
C -14.8639 5.6987 5.9269
C -10.1988 4.9851 4.0415
C -13.1278 -8.0070 10.6464
C -12.4305 1.5361 12.5514
C -11.2543 1.6074 14.6201
C -11.7747 4.4762 14.1529
C -18.9776 -6.4473 7.8760
C -16.1105 -4.9654 10.9505
C -12.5720 -3.9261 4.8005
C -16.2770 6.1015 5.3953
C -14.3707 -2.8696 9.3388
C -9.9955 -7.1710 8.8632
C -13.2105 -2.9355 3.8241
C -10.8663 -2.0251 10.0766
C -17.7368 -4.5860 9.0547
C -10.2053 0.4246 7.2742
C -11.0506 3.6695 13.1055
C -15.2352 -4.0109 8.7349
C -16.6979 -2.6589 10.1726
C -11.0304 -0.6488 9.4461
C -12.0537 5.9103 13.6859
C -11.4930 -6.1627 4.8452
C -11.6192 4.6699 3.9355
C -11.4871 0.2425 6.5358
C -11.7331 0.1549 14.5360
C -17.8268 -6.1251 8.8385
H -12.0228 -0.6337 8.9955
H -19.2294 -7.4998 7.7458
H -11.7260 3.5928 3.8062
H -17.9492 -6.5862 9.8185
H -11.1269 -7.7336 10.9386
H -12.7969 6.3975 14.3171
H -14.2671 6.4604 6.4288
H -16.6198 6.9941 5.9187
H -9.8237 4.3402 4.8362
H -10.4261 -3.9189 8.8171
H -10.8870 0.2220 10.0858
H -17.2688 -2.1444 9.3997
H -11.1283 6.4801 13.6018
H -18.8830 -5.8852 6.9469
H -14.0282 -2.1343 8.6107
H -18.5343 -4.2329 9.7085
H -14.8564 4.8460 6.6058
H -12.6418 5.7687 12.7792
H -11.0051 0.3856 4.4719
H -15.2367 -0.9972 10.1578
H -9.3561 0.2514 6.6131
H -12.2368 6.4911 4.8881
H -9.9485 -1.9789 10.6628
H -14.0081 -3.3854 3.2329
H -9.0387 1.8483 12.8647
H -10.2331 1.8954 14.8700
H -10.2194 1.4230 7.7112
H -15.6300 -3.8859 7.7266
H -16.8524 -6.4253 8.4531
H -9.9215 6.0011 4.3224
H -11.3400 3.9110 12.0828
H -15.1171 -4.5989 11.2092
H -10.5826 -4.4628 4.4896
H -12.1800 -0.1932 15.4672
H -11.6972 -2.2049 10.7588
H -9.5666 4.6693 3.2116
H -9.9591 0.4130 12.4389
H -8.8166 0.7744 9.4374
H -11.4845 -4.7519 3.1407
H -14.0194 7.2218 3.7685
H -16.3295 7.4203 3.6863
H -12.2469 1.2958 11.5041
H -12.0002 -6.3927 11.2878
H -9.2200 -6.4051 8.8654
H -11.1126 4.5321 15.0169
H -11.7648 -0.7837 6.2955
H -15.9250 -5.9987 10.6573
H -8.2994 -0.8805 9.8006
H -11.2890 2.0041 5.2500
H -12.7893 -8.9363 10.1882
H -14.3664 5.7378 2.7141
H -10.2360 -2.1223 6.7639
H -9.6815 -8.1142 9.3103
H -10.8742 -0.5009 14.3935
H -12.2483 5.2437 6.0120
H -13.7277 0.2143 13.6492
H -11.0594 -6.0943 5.8429
H -13.7742 3.1991 4.8166
H -12.5805 0.9732 4.8331
H -12.3018 0.5436 7.1944
H -12.4224 -6.7083 4.6824
H -11.9289 2.1631 15.2715
H -11.8926 5.1101 2.9766
H -13.3469 -8.1535 11.7041
H -16.9876 5.2871 5.5363
H -15.4247 3.6105 4.4633
H -17.8631 -4.0644 8.1060
H -14.0841 3.7474 3.2117
H -14.7476 -4.9798 8.8421
H -12.7292 4.0474 14.4581
H -7.8805 -0.1437 8.2443
H -12.3306 -2.6397 3.2528
H -17.3245 -2.6339 11.0642
H -10.0281 4.0043 12.9312
H -13.5074 -3.2311 9.8975
H -13.8276 -7.3725 10.1025
H -9.9612 1.9633 11.4375
H -13.2080 2.2969 12.6206
H -19.8583 -6.0517 8.3819
H -12.7267 -0.6283 12.6758
H -8.8427 -2.3613 7.8898
H -10.1057 -7.4061 7.8046
H -10.7528 -6.7997 4.3609
H -14.9259 -2.1248 11.4017
H -11.6884 -3.0753 8.2423
H -16.9086 -4.8194 11.6783
H -16.5725 5.6526 3.2899
H -13.5084 -2.1402 4.5074
```

The spin multiplicity is 2. As for the expectation value of S²: 0.75. The HOMO energy (spin up / spin down) is -1.953 / -4.513 eV. The net charge is -2.

=====

Molecular formula: C4H4CaO2
Method: DFT, ωB97M-V with the def2-TZVPD basis set

The geometry in XYZ format:
```
11
C4H4CaO2, DFT ωB97M-V with the def2-TZVPD basis set
Ca 0.9104 -2.8854 1.5673
O 2.3119 2.2741 0.5257
O 0.3863 -0.9484 0.8427
C 0.1298 0.9935 0.6028
C 0.0372 -0.2753 -0.1874
C 1.3428 1.7197 0.5411
C -1.0719 -0.5438 -1.0842
H -0.1153 -0.2210 -1.8314
H -1.9823 -0.0145 -0.7681
H -0.7124 1.5026 1.0874
H -1.2364 -1.6017 -1.2957
```

For the relative energy (zero: lowest compared OMol25 entry of this formula, charge and spin), the calculation gives 21.0 kcal per mole. The spin multiplicity is 2. As for the expectation value of S²: 0.76. The HOMO energy (spin up / spin down) is -23.505 / -24.866 eV. The net charge is +3.

=====

Molecular formula: C9H66NO25
Method: DFT, ωB97M-V with the def2-TZVPD basis set

The geometry in XYZ format:
```
101
C9H66NO25, DFT ωB97M-V with the def2-TZVPD basis set
O 8.1907 -28.3777 17.5062
O 16.6841 -29.4966 5.0564
O 10.6477 -28.8157 -1.1333
O 3.3629 -32.6330 11.2938
O 3.6983 -29.9934 15.1738
O 7.8536 -19.5683 7.5626
O 4.4524 -21.7697 3.5636
O 6.9979 -34.1175 9.2324
O 4.0509 -21.2313 10.6010
O 16.2649 -30.4800 10.9304
O 8.8377 -25.3647 -2.8727
O 11.9925 -22.4960 10.1796
O 7.1973 -25.0701 7.3572
O 8.9268 -34.1370 5.0889
O 1.7565 -25.1692 6.6590
O 14.4802 -23.5882 0.2359
O 11.4142 -23.7849 14.6623
O 14.3342 -28.0869 1.4372
O 10.8319 -34.5267 11.7862
O 7.2476 -23.7429 17.1626
O 11.0220 -20.1872 0.4087
O 3.8973 -30.7068 1.9044
O 3.6451 -23.2098 14.6160
O 16.6950 -24.8691 6.6308
O 8.7995 -18.1521 3.5324
N 8.2318 -25.9966 7.6403
C 7.9370 -26.9606 8.7404
C 9.5360 -25.3609 5.6561
C 6.8261 -28.0359 8.5552
C 8.8152 -26.5185 6.3778
C 9.8635 -28.4136 7.8120
C 9.9871 -27.4954 6.6282
C 7.6090 -26.3137 10.0801
C 7.8236 -27.2784 5.4350
C 9.3066 -27.6733 8.9903
H 16.5995 -30.3278 5.5234
H 10.1341 -29.5944 -0.9188
H 8.1721 -25.4553 10.4463
H 8.5984 -18.6244 4.3403
H 7.8557 -28.3138 5.7743
H 10.6487 -35.0253 12.5825
H 3.6566 -32.1345 12.0563
H 6.7674 -27.1068 5.6423
H 10.1262 -26.9819 9.1860
H 7.1171 -18.9578 7.5303
H 9.4512 -33.3384 5.1475
H 7.7534 -34.4850 9.6909
H 17.1323 -24.9727 7.4759
H 17.6158 -29.4330 4.8464
H 3.6732 -22.6846 13.8162
H 14.6826 -28.2832 2.3069
H 7.3766 -27.0177 10.8791
H 8.8246 -24.7115 5.1459
H 11.3077 -28.7657 -0.4418
H 9.9796 -28.2505 5.8421
H 4.6383 -21.9039 10.2563
H 10.1208 -24.7554 6.3486
H 10.7404 -19.5965 -0.2899
H 9.4043 -26.0620 -2.5424
H 7.4649 -20.4232 7.3777
H 7.9947 -27.1360 4.3679
H 10.5853 -19.8561 1.1935
H 10.8808 -33.6166 12.0789
H 16.2510 -25.7047 6.4863
H 6.9095 -28.7479 9.3763
H 3.2132 -21.4003 10.1699
H 1.5682 -24.2795 6.9578
H 13.7448 -22.9795 0.3052
H 9.2333 -28.2451 9.9154
H 10.8574 -28.7941 8.0473
H 14.5284 -27.1591 1.3047
H 3.0068 -29.5227 15.6391
H 15.0644 -23.3415 0.9529
H 7.3298 -33.8952 8.3625
H 6.5921 -23.5080 16.5058
H 3.9530 -22.4791 3.1593
H 8.1561 -27.4433 17.3015
H 15.5203 -30.6929 11.4930
H 3.9069 -29.7527 1.8278
H 10.7622 -23.3970 15.2460
H 6.9893 -28.6286 7.6551
H 11.7844 -24.5107 15.1648
H 8.8717 -28.7246 16.9298
H 6.7923 -23.6510 17.9996
H 4.4571 -29.9411 15.7550
H 6.6658 -25.7740 9.9946
H 2.7108 -25.2363 6.6914
H 8.0351 -25.4432 -2.3571
H 5.0546 -22.2112 4.1626
H 10.1872 -25.8053 4.9034
H 11.2512 -22.5949 9.5821
H 4.1681 -32.9775 10.9075
H 3.3448 -30.8809 2.6664
H 16.1230 -30.9981 10.1382
H 11.7516 -23.0129 10.9484
H 7.9481 -18.0128 3.1177
H 5.8163 -27.6486 8.4196
H 3.0601 -23.9374 14.4048
H 10.9696 -27.0239 6.6091
H 8.8152 -34.2825 4.1494
H 9.1608 -29.2426 7.7280
```

For the relative energy (zero: lowest compared OMol25 entry of this formula, charge and spin), the calculation gives 154.2 kcal per mole. The spin multiplicity is 1. The HOMO energy is -2.055 eV. The net charge is -1.

=====

- spin multiplicity of number 2 (C38H88F14N13O30S14)?
  2

=====

- What is the spin multiplicity in the first record?
  1